Formula: C5H12NO
Source: OMol25
Level of theory: ωB97M-V/def2-TZVPD

Element x y z (Å)
C1 2.302 -0.451 -0.085
O1 2.665 0.834 -0.549
C2 0.947 -0.396 0.595
C3 -0.132 0.161 -0.307
C4 -1.552 0.225 0.317
C5 -2.482 0.858 -0.583
N1 -2.020 -1.128 0.687
H1 2.232 -1.121 -0.939
H2 3.016 -0.930 0.586
H3 3.479 1.121 -0.119
H4 1.007 0.144 1.544
H5 0.643 -1.402 0.890
H6 0.085 1.152 -0.723
H7 -0.130 -0.379 -1.263
H8 -2.638 1.932 -0.501
H9 -3.255 0.235 -1.024
H10 -1.593 0.882 1.193
H11 -1.887 -1.796 -0.085
H12 -3.039 -1.110 0.511

Cartesian forces (eV/Å) of the 6 atoms listed first:
C -0.38 -0.21 -0.28
O 0.32 0.03 0.27
C -0.45 -0.31 0.98
C 0.81 1.32 -1.52
C -0.76 -1.61 -1.11
C -0.17 -0.07 1.86

For the highest occupied orbital energy, the calculation gives -0.5064 hartree. The value obtained for the energy relative to the best compared isomer or geometry (same formula, charge and spin) is 92.3 kcal per mole. Its charge is +1. The maximum force comes out at 2.24 eV/Å. The multiplicity is 1.